[1]
Formula: C23H36B2Cl45N2O7PS
Source: the OMol25 dataset
Level of theory: wB97M-V/def2-TZVPD

```
117
Properties=species:S:1:pos:R:3:forces:R:3
C -4.42615 0.48612 2.21150 0.1 0.2 -0.1
N -4.35067 0.36561 0.74204 -0.3 -0.4 0.7
C -5.62947 -0.22426 0.28608 0.4 0.2 -0.7
B -3.21581 -0.50007 0.42933 0.1 0.4 -0.2
O -2.99792 -1.59123 1.20340 0.1 0.1 0.3
C -2.23223 -0.19369 -0.78443 -0.5 0.1 0.2
C -3.07300 -0.40458 -2.02632 -0.1 -0.6 0.6
O -2.32358 -0.28848 -3.25634 0.1 0.7 0.3
S -1.89436 1.22389 -3.49468 1.4 0.6 -1.2
O -1.04248 1.21923 -4.62718 0.5 -0.4 -0.6
O -3.01277 2.09391 -3.61148 -1.2 0.2 0.9
C -0.92413 1.63802 -2.02946 0.0 -0.6 1.4
P 0.72110 0.79795 -2.27167 0.1 -1.8 -3.1
O 0.88349 -0.36671 -1.12243 -0.3 1.1 1.2
O 1.86745 1.94373 -2.14916 -0.7 0.6 1.7
C -1.73981 1.26138 -0.77072 0.1 0.0 0.1
B -1.03785 1.69989 0.58616 0.2 -0.2 -0.3
O -1.80149 2.35790 1.50276 0.1 0.3 0.0
N 0.36189 1.46338 0.89392 -0.6 0.9 1.2
C 0.82963 2.58514 1.73613 0.5 -0.2 0.1
C 0.54868 0.21463 1.65336 0.6 -0.3 -0.9
H -4.75211 -0.43024 2.68904 -0.1 -0.3 0.2
H -3.45738 0.74425 2.61105 0.3 0.1 0.2
H -5.11210 1.27183 2.48984 -0.3 0.3 0.0
H -6.00440 0.27332 -0.59733 -0.1 0.3 -0.3
H -5.54970 -1.27523 0.02414 0.1 -0.4 0.1
H -6.36149 -0.13708 1.06850 -0.4 0.1 0.3
H -2.12956 -1.95828 1.03183 0.2 -0.5 0.0
H -1.41560 -0.89860 -0.71274 0.3 -0.2 -0.3
H -3.85534 0.34242 -2.02382 -0.4 0.1 -0.2
H -3.51309 -1.39417 -2.02936 -0.1 -0.2 -0.3
H -0.78368 2.71060 -2.02541 0.0 0.4 -0.4
H 0.78762 -1.19453 -1.59099 0.2 -0.3 -0.4
H 2.61224 1.69730 -2.69371 0.2 -0.1 -0.4
H -2.65953 1.84106 -0.81902 -0.3 0.2 -0.1
H -2.65825 2.56991 1.12778 -0.5 0.0 0.1
H 0.50526 3.53828 1.34357 -0.1 0.3 -0.3
H 0.49966 2.52746 2.78364 -0.1 -0.2 -1.0
H 1.91493 2.61385 1.76352 -0.2 -0.3 -0.4
H 1.32178 -0.36607 1.17201 0.2 -0.4 -0.1
H -0.34934 -0.38907 1.70103 -0.3 -0.2 0.0
H 0.87995 0.39306 2.66270 -0.1 0.3 0.5
C -2.73592 4.02046 -6.94413 0.0 0.0 0.0
Cl -1.10206 4.20267 -7.57290 0.1 0.0 0.0
Cl -3.39374 5.58229 -6.44844 0.0 0.0 0.0
Cl -3.78570 3.25644 -8.13987 0.0 0.0 0.0
H -2.69194 3.37794 -6.07572 0.0 -0.1 0.1
C 0.11397 2.04420 6.21619 -0.1 0.2 0.0
Cl -0.38008 0.45015 5.65325 0.0 0.0 -0.1
Cl 0.49986 3.11378 4.85537 -0.1 0.0 1.0
Cl -1.14496 2.75846 7.22111 0.2 0.0 0.0
H 1.00389 1.93188 6.81711 0.1 0.0 0.0
C 3.70634 -2.68420 -3.54771 0.1 0.0 -0.2
Cl 5.11086 -2.53650 -4.60793 0.1 -0.4 0.3
Cl 3.09284 -1.09594 -3.06358 0.3 -0.4 -0.1
Cl 2.43152 -3.61548 -4.33163 0.0 0.0 0.0
H 4.01030 -3.21137 -2.65539 0.0 0.0 0.1
C -0.32220 -5.03698 0.93729 -0.3 0.0 -0.1
Cl -1.73480 -5.48134 1.88919 0.1 0.1 0.0
Cl -0.56459 -5.46066 -0.75636 0.1 0.0 0.0
Cl 0.00833 -3.30557 1.09663 0.2 0.1 0.0
H 0.53782 -5.57974 1.30267 0.1 0.0 0.1
C 4.98998 4.43123 2.74130 0.1 -0.2 0.0
Cl 5.52628 4.18877 1.08043 0.0 0.0 0.0
Cl 3.54158 3.47660 3.07114 0.5 0.3 0.3
Cl 6.27993 4.03514 3.87918 0.0 0.0 0.0
H 4.74021 5.47398 2.86614 0.0 0.1 0.0
C 3.43301 -7.88598 2.17755 -0.1 -0.1 0.0
Cl 3.64848 -9.48106 1.46657 0.0 0.0 0.0
Cl 3.47426 -6.63511 0.93258 0.0 0.0 0.1
Cl 1.93183 -7.80655 3.10632 0.0 0.1 0.0
H 4.24542 -7.71119 2.87062 -0.1 0.0 -0.2
C -2.88286 6.75455 7.02542 0.0 -0.2 -0.1
Cl -2.93728 5.55936 8.32213 0.0 0.1 0.1
Cl -2.05555 6.10276 5.61352 0.0 0.0 0.0
Cl -4.51318 7.28366 6.60582 0.0 0.0 0.0
H -2.32889 7.61090 7.37883 0.0 0.1 0.0
C -5.83335 3.59564 6.48139 0.0 -0.1 -0.2
Cl -6.40528 4.23393 4.94031 0.0 0.1 0.0
Cl -7.01320 2.47619 7.16750 0.0 0.0 0.0
Cl -4.26938 2.81083 6.28128 -0.1 0.0 0.0
H -5.71201 4.42256 7.16699 0.0 0.1 0.0
C -2.79774 -8.06704 5.09840 0.1 0.1 0.1
Cl -2.72312 -9.15296 6.48501 0.0 0.0 0.0
Cl -3.45420 -6.49853 5.56467 0.0 0.0 0.0
Cl -1.20723 -7.87980 4.36025 0.0 -0.1 0.0
H -3.45822 -8.50318 4.36427 0.0 0.0 -0.1
C -4.98435 -3.07737 -4.63288 0.0 -0.1 0.0
Cl -5.97766 -2.87923 -3.18580 0.0 0.1 0.0
Cl -3.49585 -3.94072 -4.24677 0.0 0.0 0.0
Cl -5.88322 -3.91154 -5.89757 0.0 0.0 0.0
H -4.71905 -2.09536 -4.99683 0.0 0.1 0.0
C -10.19555 3.70874 3.14210 0.1 0.0 0.1
Cl -9.35282 2.19874 3.48906 0.0 0.0 0.0
Cl -10.99616 4.32290 4.58790 0.0 0.0 0.0
Cl -9.08275 4.90972 2.48613 0.0 0.0 0.0
H -10.95092 3.50894 2.39750 -0.1 0.0 -0.1
C 4.10058 0.10269 -7.79704 -0.3 -0.2 0.0
Cl 2.72963 0.59878 -8.79083 0.0 0.0 0.0
Cl 3.58704 -0.24525 -6.15096 -0.2 0.4 -0.2
Cl 4.91223 -1.29911 -8.50683 0.0 0.0 -0.1
H 4.80402 0.91376 -7.76684 0.2 0.2 0.0
C 8.19028 0.90071 -6.60520 0.0 -0.1 0.2
Cl 7.33611 -0.52860 -6.00705 0.1 0.3 -0.1
Cl 7.07580 2.15751 -7.14849 -0.1 0.0 0.0
Cl 9.25669 1.54300 -5.35978 0.0 0.0 0.1
H 8.79656 0.60248 -7.44779 0.0 0.0 -0.1
C 12.97299 2.80789 -6.03213 0.1 -0.2 -0.1
Cl 11.98608 2.57198 -7.47620 0.0 0.0 0.0
Cl 12.86160 1.41147 -4.95872 0.0 0.0 0.0
Cl 14.65052 3.12158 -6.47236 0.0 0.0 0.0
H 12.59612 3.67044 -5.50359 0.0 0.1 0.0
C 7.75029 -6.84684 3.02601 0.0 -0.1 -0.2
Cl 7.93107 -8.44202 2.30132 0.0 0.0 0.0
Cl 7.87582 -5.58605 1.80727 0.0 0.1 0.0
Cl 6.21208 -6.72886 3.88867 0.1 0.1 0.2
H 8.54526 -6.70669 3.74287 0.0 0.0 0.1
```
Positions in Å, forces in eV/Å.

Values from the calculation:
Gap between HOMO and LUMO ... 7.8 eV
LUMO energy ... 0.00 eV


[2]
Formula: C23H36BF9N3O7S2
Source: the OMol25 dataset
Level of theory: wB97M-V/def2-TZVPD

```
81
Properties=species:S:1:pos:R:3:forces:R:3
C -1.64802 -3.19453 -1.22503 -0.2 -0.4 0.0
C -2.70429 -2.55090 -0.35030 0.1 -0.1 0.2
O -4.02557 -2.75431 -0.87021 0.1 0.2 -0.2
C -2.49832 -1.05448 -0.15163 -0.8 0.1 -0.1
O -2.00285 -0.75807 1.13329 0.7 -0.2 0.1
C -0.76481 -0.09278 1.10851 -0.2 -0.4 0.4
O 0.16630 -1.00118 0.48460 -0.3 0.0 -0.3
C 1.00254 -0.47126 -0.51067 0.2 -0.1 0.3
C 1.95993 -1.56027 -0.95783 0.2 0.4 0.0
C 2.74026 -1.08714 -2.19666 -0.4 0.1 0.2
O 2.82721 -1.92205 0.11315 -0.1 -0.3 0.0
O -0.85364 1.08709 0.48784 0.0 0.2 -0.5
B -0.23882 2.20859 1.29089 0.2 0.3 0.2
C 0.87842 3.07403 0.44936 0.0 -0.2 0.3
C 2.11664 3.48567 1.27261 0.1 0.3 -0.2
C 3.37480 2.73556 0.83869 -0.4 0.0 0.1
S 4.66520 2.55034 2.12385 0.5 0.2 -0.4
C 4.55090 0.81553 2.45095 -0.6 0.0 0.1
S 3.35784 0.17079 3.31309 0.1 -0.1 0.1
N 5.57735 0.02382 1.90132 0.6 -0.1 -0.2
C 6.19942 -1.02775 2.52824 0.9 -0.9 -0.6
C 7.12203 -1.52146 1.62767 -1.0 0.6 0.7
N 7.06970 -0.80711 0.45272 -0.5 0.5 0.2
C 6.15616 0.11911 0.65140 0.4 -0.4 0.1
O 0.38128 1.44064 2.40895 0.2 -0.3 0.1
C -0.20213 0.17197 2.55085 0.1 1.7 -0.6
C -1.23341 0.24474 3.71235 0.5 -0.5 0.1
F -0.90005 1.26242 4.54279 0.0 0.1 0.0
F -2.48175 0.49021 3.28749 -0.3 0.1 0.0
C -1.29277 -0.96417 4.70802 -0.6 0.1 -0.2
F -2.32185 -0.69660 5.55384 0.0 0.1 0.1
F -0.17198 -1.00012 5.44932 0.2 0.0 0.0
C -1.59412 -2.40577 4.21097 0.4 0.0 0.0
F -2.66278 -2.39639 3.41805 -0.3 0.0 -0.2
F -1.90955 -3.11540 5.31405 0.0 -0.1 0.3
C -0.43727 -3.20281 3.49674 -0.5 0.0 0.4
F 0.75209 -2.70652 3.75524 0.7 0.4 0.2
F -0.62107 -3.23710 2.20397 -0.1 0.2 -1.0
F -0.44646 -4.45851 3.93544 -0.1 -0.6 0.2
H -1.94558 -4.21511 -1.48300 0.0 -0.1 0.0
H -1.49601 -2.65190 -2.15587 0.1 0.1 -0.1
H -0.72259 -3.27696 -0.66374 0.2 0.2 0.0
H -2.64972 -3.00331 0.64030 -0.1 0.0 0.1
H -4.00878 -3.59180 -1.33710 -0.1 -0.1 -0.1
H -3.48466 -0.59477 -0.24129 -0.1 0.1 0.0
H -1.88196 -0.62380 -0.93622 0.2 0.0 0.0
H 1.59634 0.34896 -0.09956 0.1 0.2 -0.1
H 0.44973 -0.07262 -1.36539 -0.2 -0.1 -0.1
H 1.39145 -2.45492 -1.19639 -0.1 -0.1 0.0
H 2.60507 -1.77647 -3.02394 0.2 -0.1 -0.1
H 2.37376 -0.11562 -2.52447 0.0 0.1 -0.1
H 3.79802 -0.97516 -1.97268 0.2 -0.1 -0.1
H 3.61862 -1.38180 0.05636 0.1 0.1 0.1
H -1.08688 2.99710 1.71419 -0.2 -0.2 0.0
H 0.40075 3.98541 0.09366 -0.1 0.0 -0.2
H 1.21633 2.52661 -0.43608 0.0 0.0 -0.2
H 1.97011 3.38628 2.34457 -0.2 -0.3 0.1
H 2.31896 4.54358 1.08913 0.1 0.1 0.2
H 3.14159 1.73720 0.47786 -0.1 -0.1 0.1
H 3.83568 3.26658 0.00929 0.2 0.0 -0.1
H 5.97133 -1.34958 3.52484 -0.2 0.1 0.1
H 7.78763 -2.34997 1.77853 0.1 -0.1 -0.1
H 5.86296 0.87354 -0.05602 -0.1 0.1 0.0
H 0.63792 -0.48426 2.74414 -0.3 -0.7 0.4
C -4.80557 0.66557 -4.62233 -0.1 0.0 0.0
C -3.80982 0.87366 -3.48503 0.0 0.0 -0.2
C -3.48160 2.34522 -3.20148 0.0 0.0 0.2
O -2.61296 2.94886 -4.14495 -0.1 0.0 -0.1
C -3.23107 3.42897 -5.31827 0.1 0.0 0.0
N -2.60866 0.07918 -3.74806 0.1 0.1 0.1
H -4.34101 0.80511 -5.59902 0.0 0.0 0.0
H -5.19520 -0.35185 -4.59327 0.0 0.0 0.0
H -5.64934 1.35436 -4.54139 0.0 0.0 0.0
H -4.26713 0.47797 -2.57372 0.0 0.0 0.1
H -2.95573 2.39826 -2.24547 0.1 0.0 0.0
H -4.39931 2.94101 -3.10265 0.0 0.0 -0.1
H -4.23089 3.82401 -5.11105 0.0 0.0 0.0
H -3.30253 2.65531 -6.08818 -0.1 0.0 0.0
H -2.61123 4.23701 -5.70814 0.0 0.0 0.0
H -2.00645 0.13421 -2.93074 0.0 -0.1 0.0
H -2.07815 0.54218 -4.48133 0.0 0.0 0.0
```
Positions in Å, forces in eV/Å.

Values from the calculation:
Gap between HOMO and LUMO ... 6.6 eV
LUMO energy ... 1.46 eV
Total charge ... -1


[3]
Formula: C23H36EuP2
Source: the OMol25 dataset
Level of theory: wB97M-V/def2-TZVPD

```
62
Properties=species:S:1:pos:R:3:forces:R:3
P 0.25943 -1.77956 -2.61594 0.3 0.3 -1.3
P 0.57618 1.64130 -1.44370 -1.5 0.4 -1.1
C 0.66467 -0.29819 -3.67908 0.3 -0.6 -1.2
C 1.33887 0.88815 -2.96897 0.2 0.1 0.0
H -0.19740 -0.02748 -4.33184 0.5 0.0 0.7
H 1.43379 -0.71879 -4.36932 -0.4 0.5 0.0
H 2.32896 0.52878 -2.66694 0.2 0.1 -0.1
H 1.47577 1.69673 -3.69141 0.3 -0.1 0.0
C -0.40395 2.98639 -2.34244 0.0 0.1 0.1
H -0.67214 3.74555 -1.58171 -0.1 -0.4 -0.5
H -1.31188 2.66790 -2.87606 0.3 -0.1 0.3
H 0.27472 3.45610 -3.07801 -0.2 -0.1 0.3
C 1.73335 2.90917 -0.79554 1.1 1.1 -0.3
H 1.38848 3.88272 -1.18974 0.5 -0.4 0.4
H 2.79462 2.78635 -1.12976 -0.5 0.2 0.2
H 1.64002 2.91445 0.32872 0.1 0.1 -0.9
C -0.65233 -2.88595 -3.75407 0.4 0.2 -0.6
H -0.74786 -3.88511 -3.31628 0.2 0.3 0.0
H -0.10784 -2.95922 -4.69845 -0.1 0.0 -0.1
H -1.66583 -2.52188 -3.93993 0.1 0.1 0.1
C 1.90598 -2.59946 -2.66736 0.2 -0.2 -0.3
H 2.70459 -1.83534 -2.59489 -0.3 -0.5 0.0
H 1.94504 -3.09762 -3.65666 0.5 0.1 0.5
H 2.01638 -3.34965 -1.86258 0.0 0.4 -0.4
Eu 2.80180 0.69658 0.41661 -0.1 -0.7 0.9
C -1.83684 0.67105 -1.12536 2.5 2.4 4.5
C -2.30288 0.09504 -2.24883 -2.0 -2.1 -3.5
C -3.60291 -0.60090 -2.03401 -0.9 0.7 -0.5
C -3.52173 -2.01050 -1.43142 -1.4 -0.3 0.0
C -2.23042 -2.70687 -1.44400 2.0 -0.8 1.7
C -0.94828 -2.34667 -0.93575 -2.7 -1.4 1.2
C -0.51060 -1.20176 -0.00375 -0.2 -0.3 0.1
C -1.55018 -0.08574 0.16475 0.8 0.3 -0.1
C 3.39190 -0.88120 2.27564 0.0 0.2 -0.3
H -1.96358 1.77210 -1.03996 -0.6 -0.8 0.5
H -2.03928 0.46385 -3.23205 0.1 -0.3 -0.2
H -4.17991 -0.64647 -2.96666 0.0 0.1 0.2
H -4.16432 -0.00952 -1.27821 0.0 0.0 -0.6
H -3.93673 -1.95433 -0.40350 0.3 -0.1 -0.3
H -4.26857 -2.64301 -1.98173 0.6 0.5 0.4
H -2.33334 -3.76647 -1.73351 0.3 0.6 0.2
H -0.48349 -3.31219 -0.65515 0.6 0.6 -0.6
H 0.40696 -0.74679 -0.44133 -0.6 -0.1 0.2
H -0.12208 -1.58899 0.95256 -0.8 -0.1 0.0
H -2.46101 -0.48337 0.63853 0.1 0.0 -0.2
H -1.11437 0.62912 0.86347 -0.1 0.1 0.2
H 4.30051 -0.70408 2.87536 -0.1 -0.3 -0.3
H 3.46160 -1.81848 1.68722 0.2 -0.1 0.5
H 2.54815 -0.96092 2.98155 0.2 0.0 -0.3
C 1.34067 1.72101 2.08157 -0.7 0.2 3.5
C 1.13963 1.74019 3.32757 0.8 0.2 -3.8
C 0.89849 1.65641 4.71842 -0.1 -0.4 1.5
C 0.30495 0.46848 5.22020 0.0 0.5 0.4
C -0.09273 0.37857 6.55000 -0.1 0.3 0.1
C 0.11421 1.44497 7.42211 0.2 -0.2 -0.2
C 0.84175 2.54995 6.98870 -0.2 -0.1 0.1
C 1.24396 2.66564 5.66164 -0.4 -0.5 -0.2
H 0.14081 -0.39239 4.58499 0.0 0.2 -0.3
H -0.59523 -0.51039 6.92639 0.1 0.1 -0.2
H -0.27550 1.39905 8.43272 0.2 0.0 0.0
H 1.06048 3.33010 7.71739 0.1 0.0 -0.3
H 1.81647 3.54358 5.38981 -0.1 -0.1 -0.4
```
Positions in Å, forces in eV/Å.

Values from the calculation:
Gap between HOMO and LUMO (alpha / beta) ... 5.5 / 5.3 eV
LUMO energy (alpha / beta) ... -0.50 / -0.75 eV
⟨S²⟩ ... 15.780
Multiplicity ... 8
ΔE to the lowest compared entry with this formula, charge and spin ... 108.3 kcal/mol